Entry from the OMol25 dataset: the molecule C23H26N2O5 (the ωB97M-V functional and the def2-TZVPD basis).

```
56
Properties=species:S:1:pos:R:3
C -2.80086 -3.49169 0.95136
C -3.35063 -2.70404 -0.23167
H -4.10046 -1.99554 0.12521
C -2.24001 -1.96656 -0.98542
N -1.56025 -0.99820 -0.13990
C -2.18852 0.16776 0.21757
C -3.41531 0.56142 -0.33544
C -4.01734 1.73691 0.05110
C -3.43465 2.56098 1.00985
C -2.22906 2.20125 1.55743
C -1.59136 1.01852 1.16535
C -0.30802 0.66614 1.70905
C 0.33793 -0.47459 1.26274
C -0.28133 -1.32858 0.27789
O 0.26036 -2.32871 -0.20289
C 1.72592 -0.69793 1.72196
O 2.23147 0.03530 2.59034
N 2.42170 -1.70050 1.16612
C 3.86226 -1.64508 1.11934
H 4.18346 -1.03190 1.96377
H 4.27121 -2.65207 1.22613
C 4.33536 -1.00298 -0.20956
C 3.39832 0.12111 -0.55490
C 3.44653 1.32904 0.11381
C 2.43486 2.26572 -0.04602
C 1.35370 2.00623 -0.87023
C 1.32780 0.80245 -1.60608
C 2.34793 -0.11507 -1.44009
H 2.32046 -1.05418 -1.96966
O 0.24333 0.62321 -2.41669
C 0.21914 -0.52007 -3.23595
H 0.21860 -1.44179 -2.64621
H -0.70612 -0.45285 -3.80632
H 1.06836 -0.53432 -3.92756
O 0.27301 2.82382 -1.03560
C 0.20468 3.98973 -0.25336
H -0.76217 4.43686 -0.47930
H 0.25724 3.75950 0.81526
H 1.00059 4.69636 -0.51297
H 2.48877 3.18812 0.50891
H 4.25504 1.53791 0.79716
H 5.35797 -0.64599 -0.08489
H 4.32064 -1.75383 -1.00097
H 1.92734 -2.23264 0.45053
O 0.21642 1.48355 2.60073
H 1.13374 1.09755 2.82339
H -1.74397 2.81677 2.29867
H -3.92428 3.47409 1.31106
H -4.95739 2.02041 -0.39891
H -3.89974 -0.04030 -1.08561
H -1.48150 -2.69072 -1.29145
H -2.62705 -1.47149 -1.87835
H -3.83537 -3.38564 -0.93344
H -2.03072 -4.18543 0.62294
H -3.59533 -4.05611 1.43342
H -2.36267 -2.82187 1.68838
```

Summary:
SMILES: CCCn1c(=O)c(C(=O)NCCc2ccc(OC)c(OC)c2)c(O)c2ccccc21
Total energy: -1377.8212 Ha
LUMO: 0.167 eV
Energy relative to the best compared isomer or geometry (same formula, charge and spin): 21.7 kcal/mol
Highest occupied orbital energy: -7.808 eV
F_max: 0.014 hartree/bohr

Entry from the OMol25 dataset: the molecule C23H26N2O5 (the ωB97M-V functional and the def2-TZVPD basis).

```
56
Properties=species:S:1:pos:R:3
C -7.75917 -2.48108 -0.28725
H -7.42609 -2.91962 -1.23316
O -6.73477 -2.49647 0.67838
C -5.59134 -1.80986 0.42815
C -4.62129 -1.85845 1.43387
C -3.41898 -1.20542 1.28479
C -3.15186 -0.47781 0.12435
C -4.12849 -0.41680 -0.86442
C -5.33383 -1.07684 -0.72730
H -6.06268 -1.01159 -1.51952
H -3.92161 0.16284 -1.75146
C -1.89323 0.27653 -0.10159
O -1.80808 1.19012 -0.89668
N -0.84244 -0.14307 0.67772
C 0.47017 0.31639 0.59413
C 0.84355 1.60038 0.43529
C -0.00157 2.78329 0.44001
C 0.36731 3.88379 -0.33547
C -0.39849 5.03238 -0.34204
C -1.53312 5.11542 0.44794
C -1.89150 4.04281 1.24772
C -1.13676 2.88698 1.24461
H -1.41517 2.06368 1.88521
H -2.76875 4.10672 1.87523
H -2.13315 6.01353 0.44351
H -0.10998 5.86784 -0.96360
H 1.24969 3.82231 -0.95716
H 1.89276 1.81781 0.28161
C 1.41502 -0.83237 0.76034
O 0.98283 -1.93699 1.06332
N 2.72866 -0.60559 0.56907
C 3.70569 -1.64609 0.75724
C 4.91635 -1.15288 1.52478
O 5.88725 -1.81782 1.76024
O 4.78945 0.11268 1.95058
H 5.56977 0.36894 2.46724
C 4.12063 -2.37636 -0.53772
H 3.27412 -2.98386 -0.86072
H 4.93331 -3.04834 -0.25480
C 4.57818 -1.51182 -1.72306
C 5.63330 -0.48081 -1.33103
H 5.21051 0.29824 -0.70032
H 6.45360 -0.95584 -0.79824
H 6.03631 -0.00396 -2.22204
C 3.41353 -0.84862 -2.45885
H 3.76934 -0.40100 -3.38451
H 2.65208 -1.58351 -2.70867
H 2.94741 -0.06781 -1.86537
H 5.04616 -2.20930 -2.42856
H 3.22697 -2.40471 1.39614
H 3.06781 0.32209 0.38112
H -0.86528 -1.10175 1.02177
H -2.70040 -1.24555 2.08980
H -4.84349 -2.41921 2.32803
H -8.12746 -1.46592 -0.46568
H -8.56284 -3.08767 0.12707
```

Summary:
SMILES: COc1ccc(C(=O)N/C(=C\c2ccccc2)C(=O)N[C@@H](CC(C)C)C(=O)O)cc1
Total energy: -1377.8006 Ha
LUMO: 0.254 eV
Energy relative to the best compared isomer or geometry (same formula, charge and spin): 34.7 kcal/mol
Highest occupied orbital energy: -8.202 eV
F_max: 0.014 hartree/bohr

Entry from the OMol25 dataset: the molecule C23H26N2O5S (the ωB97M-V functional and the def2-TZVPD basis).

```
57
Properties=species:S:1:pos:R:3
C 3.44467 4.69505 1.96724
H 4.24078 5.31330 2.37250
H 3.46631 4.76516 0.88298
H 2.49110 5.07900 2.32439
C 3.64885 3.24393 2.39198
N 2.60222 2.37707 1.87696
C 2.84148 1.73935 0.70619
O 3.87404 1.93052 0.07794
C 1.83820 0.78360 0.18745
C 1.75554 0.27510 -1.08413
C 0.67259 -0.66200 -1.05376
C 0.07652 -1.50594 -1.99013
C -0.96064 -2.29670 -1.55675
C -1.42820 -2.28377 -0.24344
C -0.85477 -1.45634 0.70033
C 0.19141 -0.64825 0.27351
O 0.89021 0.22874 1.00952
H -1.18666 -1.43368 1.72559
H -2.23112 -2.95552 0.01356
S -1.81345 -3.32192 -2.75309
O -2.46011 -4.40501 -2.07598
O -0.93133 -3.60228 -3.84535
N -3.02279 -2.33740 -3.35235
C -2.58839 -1.20941 -4.14220
H -1.82920 -1.56925 -4.83571
C -3.80369 -0.65658 -4.89159
H -3.54498 0.25565 -5.43123
O -4.83237 -0.30610 -3.99464
C -5.24671 -1.41895 -3.23605
H -6.03628 -1.06056 -2.57392
C -4.08016 -1.99620 -2.42984
H -4.37209 -2.91062 -1.91472
H -3.73843 -1.24820 -1.69603
H -5.64460 -2.19866 -3.90081
H -4.16556 -1.41650 -5.59851
H -2.16360 -0.41905 -3.50189
H 0.41524 -1.57032 -3.01117
C 2.57726 0.59899 -2.27622
H 1.95390 1.04460 -3.05101
H 3.01327 -0.31310 -2.68017
H 3.37213 1.28587 -2.00446
C 1.37848 2.30950 2.64009
C 1.26396 1.08830 3.52699
C 2.35233 0.27229 3.79578
C 2.20958 -0.83939 4.60871
C 0.97973 -1.14428 5.16382
C -0.11023 -0.33033 4.90335
C 0.03209 0.77843 4.09003
H -0.82102 1.40933 3.88279
H -1.07416 -0.56253 5.33241
H 0.86901 -2.01335 5.79493
H 3.06367 -1.47020 4.80614
H 3.31485 0.49453 3.35913
H 0.51507 2.34732 1.96875
H 1.33504 3.20461 3.26993
H 3.66238 3.15872 3.48169
H 4.59858 2.88344 1.99047
```

Summary:
SMILES: CCN(Cc1ccccc1)C(=O)c1oc2ccc(S(=O)(=O)N3CCOCC3)cc2c1C
Total energy: -1775.9375 Ha
LUMO: 0.059 eV
Energy relative to the best compared isomer or geometry (same formula, charge and spin): 50.1 kcal/mol
Highest occupied orbital energy: -8.899 eV
F_max: 0.026 hartree/bohr

Entry from the OMol25 dataset: the molecule C23H26N2O6S (the ωB97M-V functional and the def2-TZVPD basis).

```
58
Properties=species:S:1:pos:R:3
C 1.36973 3.53758 1.93181
C 2.78476 2.98937 1.76564
O 2.97715 2.34507 0.52320
C 2.46118 1.09902 0.32263
C 1.83378 0.31439 1.28115
C 1.35390 -0.94366 0.95109
C 1.48138 -1.44273 -0.33465
C 2.12560 -0.65931 -1.28789
C 2.61017 0.58840 -0.96832
H 3.10932 1.19791 -1.70472
H 2.23969 -1.03362 -2.29428
C 0.98572 -2.81201 -0.73138
N -0.03366 -3.35652 0.13402
C -1.30805 -3.50299 -0.26028
O -1.71010 -3.31528 -1.38841
C -2.21631 -4.07753 0.81956
H -3.25359 -4.00658 0.50548
H -1.96532 -5.12242 0.99858
S -2.11654 -3.31685 2.47370
O -0.74532 -2.96691 2.77020
O -2.75203 -4.22608 3.38894
C -3.11896 -1.78359 2.43276
C -2.35883 -0.73670 1.73562
C -1.72153 0.36704 2.23313
O -1.14576 1.00675 1.18494
C -1.43529 0.25766 0.09517
N -2.15618 -0.78726 0.38416
C -0.94929 0.63744 -1.20744
C -0.30440 1.85541 -1.40025
C 0.19459 2.20218 -2.64025
C 0.05831 1.32538 -3.71272
C -0.60340 0.10732 -3.52155
C -1.10466 -0.23478 -2.28910
H -1.60456 -1.17771 -2.13449
H -0.70485 -0.55514 -4.36636
O 0.52580 1.55398 -4.96704
C 1.21754 2.75244 -5.22414
H 0.58011 3.62755 -5.06236
H 2.11668 2.83799 -4.60582
H 1.50534 2.70734 -6.27332
H 0.69251 3.15172 -2.75602
H -0.19338 2.53779 -0.57230
C -1.56242 0.90648 3.60606
H -1.25801 1.94900 3.55829
H -0.80282 0.34084 4.14636
H -2.49869 0.83063 4.15475
H -3.32016 -1.53439 3.47053
H -4.03397 -2.04887 1.91169
H 0.16511 -3.40719 1.12509
H 1.83588 -3.50783 -0.74488
H 0.55876 -2.76844 -1.73693
H 0.86555 -1.52156 1.72204
H 1.70788 0.66101 2.29478
H 3.50413 3.81349 1.75848
H 3.04205 2.31825 2.59440
H 1.16246 4.26584 1.15126
H 0.63753 2.73712 1.85977
H 1.27547 4.02349 2.89958
```

Summary:
SMILES: CCOc1ccc(CNC(=O)CS(=O)(=O)Cc2nc(-c3ccc(OC)cc3)oc2C)cc1
Total energy: -1851.1942 Ha
LUMO: 0.588 eV
Energy relative to the best compared isomer or geometry (same formula, charge and spin): 63.3 kcal/mol
Highest occupied orbital energy: -7.933 eV
F_max: 0.028 hartree/bohr